Formula: C5H15N5O10
Source: the OMol25 dataset
Level of theory: ωB97M-V/def2-TZVPD

Results
LUMO ... -0.37 eV
Max |F| ... 0.862 eV/Å
Relative energy (zero: lowest compared OMol25 entry of this formula, charge and spin) ... 17.6 kJ/mol
Gap between HOMO and LUMO ... 10.581 eV

Atoms and positions in Å:
C: 0.1132 -0.2170 0.2207
N: 1.0366 0.1810 -0.8801
O: 1.1396 1.3766 -1.0775
O: 1.6569 -0.6693 -1.4805
H: 0.5586 -0.0016 1.1875
H: -0.0336 -1.2921 0.1612
H: -0.7995 0.3415 0.0580
C: -3.7966 -2.0638 0.6876
N: -3.3854 -2.1199 -0.7373
O: -3.8960 -2.9744 -1.4284
O: -2.5629 -1.3049 -1.1030
H: -2.8744 -2.1476 1.2637
H: -4.4658 -2.8783 0.9231
H: -4.1917 -1.0729 0.8889
C: 3.9392 2.0949 -2.8329
N: 4.7800 2.1080 -1.6112
O: 4.8145 3.1584 -0.9909
O: 5.3831 1.1042 -1.3186
H: 2.9945 2.5567 -2.5754
H: 3.8155 1.0659 -3.1487
H: 4.4467 2.6868 -3.5895
C: 0.7899 4.3349 0.2806
N: -0.6904 4.3384 0.2536
O: -1.2611 3.4347 0.8315
O: -1.2351 5.2410 -0.3467
H: 1.2176 3.9559 -0.6422
H: 1.0944 3.6689 1.0808
H: 1.1151 5.3545 0.4563
C: -1.8262 -4.7515 2.4168
N: -0.7792 -3.7997 1.9621
O: -0.1674 -3.1674 2.7992
O: -0.6422 -3.6891 0.7633
H: -1.6260 -5.7172 1.9687
H: -2.7704 -4.3474 2.0612
H: -1.8916 -4.7880 3.4978

Forces on the atoms, in the same order (eV/Å):
-0.14 -0.68 -0.19
0.41 -0.09 0.40
0.02 0.31 -0.17
-0.25 0.07 0.12
0.21 0.37 -0.15
-0.09 0.08 -0.17
-0.07 0.03 0.15
0.69 0.24 0.45
-0.13 -0.13 -0.12
0.09 0.07 -0.04
-0.14 -0.08 0.03
-0.04 0.00 -0.07
-0.24 0.05 -0.19
-0.25 -0.06 -0.12
-0.14 -0.13 -0.16
-0.05 0.51 0.07
0.00 -0.23 -0.04
0.11 -0.17 0.08
-0.07 -0.04 0.00
-0.02 0.00 0.02
0.09 0.01 0.05
0.57 -0.05 0.51
-0.03 -0.12 -0.31
-0.07 0.01 -0.02
0.00 -0.06 0.04
-0.41 0.05 -0.22
-0.02 0.07 0.05
-0.01 0.02 -0.05
-0.46 0.06 0.20
0.02 0.14 0.41
-0.09 -0.11 -0.09
0.02 0.02 -0.20
0.00 -0.01 -0.05
0.03 -0.15 -0.27
0.46 0.00 0.04